The following is a quantum chemistry calculation of 8 unconnected molecules or ions with the total composition C3H20NO8S in a non-equilibrium geometry, from the OMol25 dataset.

Summary:
**HOMO-LUMO gap (spin up / spin down)**: 9.747 / 7.010 eV
**LUMO level (spin up / spin down)**: -0.0063 / -0.1078 Eh
**⟨S²⟩**: 0.7530
**Electronic energy**: -1181.06715 Eh
**2S+1**: 2
**E_HOMO (spin up / spin down)**: -0.3645 / -0.3654 Ha
**Relative energy (zero: lowest compared OMol25 entry of this formula, charge and spin)**: 0.0 kJ/mol

Element x y z (Å)
O 3.0601 0.7985 -2.6109
C 2.1833 0.6976 -1.7777
N 1.5087 1.7992 -1.3243
C 0.4917 1.7719 -0.2242
C 1.2944 1.7006 1.1195
S 0.2197 2.9431 2.0558
H 2.0120 -0.1495 -1.2083
H 1.8913 2.6169 -1.7780
H -0.2731 0.8552 -0.3410
H -0.2070 2.6597 -0.2302
H 2.3500 1.9132 1.1365
H 1.2667 0.6106 1.4924
H -1.2778 -1.3069 -1.3502
H 0.0245 -1.5225 -0.5490
O -0.3873 -1.6899 -1.4055
H 1.7703 -1.6705 1.3152
H 0.3710 -1.5186 1.6066
O 0.9427 -1.8379 0.9160
H -0.4186 0.0615 2.9187
H 0.8492 -0.0400 3.6614
O 0.2881 -0.6709 3.1742
H -2.4203 0.0422 -1.8179
H -2.5591 0.3015 -0.3952
O -2.6813 -0.4163 -1.0784
H -2.7001 0.0971 1.6329
H -2.0025 1.6237 1.7586
O -2.0373 0.7598 1.2844
H 0.8764 0.3466 -3.6785
H -0.3429 -0.5960 -3.5963
O -0.0136 0.2109 -4.0274
H -0.7439 -3.4979 1.6969
H -1.7299 -3.6288 0.3868
O -1.6054 -3.2643 1.2371